No. 1
Computed, not measured: a structure of composition C12H9Cl5NO5Zn, with wB97M-V/def2-TZVPD.

Properties
Charge = -1
Highest occupied orbital energy = -4.080 eV
F_max = 1.6 eV/Å
Molar mass = 489.861 g mol⁻¹
Kohn-Sham gap = 6.72 eV

Geometry as XYZ:
```
33
Properties=species:S:1:pos:R:3:forces:R:3
Zn -0.3063 -0.4841 0.1018 -0.461 0.001 -0.403
O -1.1038 -0.7518 -1.9293 -0.379 0.314 0.179
C -1.1387 0.5864 -2.4615 0.159 -0.297 0.228
C 0.2004 1.2832 -2.2477 -0.074 0.022 0.081
N 0.6772 1.1702 -0.8506 0.092 0.128 0.141
C 2.1719 1.0242 -0.7731 -0.126 0.027 -0.076
C 1.9463 -1.5614 -0.2935 0.008 -0.278 1.574
O 3.1542 -2.2020 -0.2126 -0.438 0.309 -0.352
O 0.8605 -2.0659 0.1107 0.502 0.152 -0.587
C 0.0995 2.2454 -0.0036 0.050 -0.157 -0.133
C -1.3727 1.9873 0.4104 -0.011 -0.232 0.025
O -2.1109 2.9489 0.5395 0.147 -0.297 0.009
O -1.6942 0.7394 0.6173 -0.007 0.476 -0.074
H -0.3369 -1.2230 -2.3242 0.171 0.006 -0.135
H -1.9572 1.0924 -1.9585 -0.064 0.008 0.072
H -1.3560 0.5616 -3.5292 -0.011 -0.052 -0.088
H 0.1181 2.3336 -2.5429 -0.029 0.084 0.031
H 0.9312 0.7959 -2.8834 -0.010 0.077 -0.028
H 2.6233 1.9281 -0.3616 -0.007 0.036 0.029
H 2.5668 0.8569 -1.7722 -0.022 0.008 0.009
H 0.1403 3.2109 -0.5056 0.052 0.094 -0.071
H 0.6781 2.3096 0.9173 0.036 -0.016 0.045
Cl 0.8466 -0.0458 2.4284 0.196 0.062 0.056
C 2.3840 0.1912 1.5829 -0.142 -0.180 0.018
C 2.5150 -0.1605 0.1211 -0.135 -0.027 -0.260
C 3.7967 -0.9314 0.0287 0.038 -0.034 0.121
Cl 1.6719 -1.5120 -2.5574 0.290 -0.265 -0.346
C 4.8997 -0.6933 0.7647 0.175 0.100 -0.021
Cl 6.2985 -1.7348 0.6494 -0.063 0.008 0.049
C 4.8033 0.3264 1.7300 -0.176 -0.043 0.137
Cl 6.2050 1.1908 2.2942 -0.019 0.033 -0.042
C 3.5096 0.5838 2.2501 0.209 -0.008 -0.104
Cl 3.3484 1.4014 3.7890 0.051 -0.060 -0.082
```
Positions in Å, forces in eV/Å.

No. 2
Computed, not measured: a structure of composition C25H31Br2F13GaN10OS, with wB97M-V/def2-TZVPD.

Properties
Charge = -1
Highest occupied orbital energy = -5.836 eV
F_max = 11.6 eV/Å
Molar mass = 996.164 g mol⁻¹
Kohn-Sham gap = 4.32 eV

Geometry as XYZ:
```
84
Properties=species:S:1:pos:R:3:forces:R:3
N 4.1909 -3.0279 0.0671 -0.143 10.221 -5.548
C 4.1352 -1.8637 -0.5442 -1.643 -4.863 2.360
O 3.7572 -0.5876 -1.2351 1.944 -5.553 3.090
Ga 3.1270 0.6385 0.0797 -0.351 1.405 0.984
Br 5.0913 1.5756 1.2460 -0.596 -0.629 -0.567
Br 1.9067 -0.6482 1.7378 0.277 0.290 -0.465
C 2.0948 2.2658 -0.6930 -0.031 1.259 -0.894
C 0.5870 1.9223 -1.2376 0.270 0.667 -0.176
C -0.6051 2.1800 -0.0917 3.739 0.633 -1.466
F 0.1211 2.1392 1.2206 -3.531 0.358 -3.483
F -1.1456 3.5423 -0.4169 0.660 -3.755 1.760
C -1.6838 0.9635 -0.2994 2.167 -2.104 -0.364
F -0.9410 -0.3036 0.0581 -2.607 4.135 -1.276
F -1.9555 0.8686 -1.7506 0.025 0.345 4.395
C -2.9939 1.0003 0.6728 1.479 0.547 3.142
F -2.9508 -0.1813 1.6033 -0.872 3.835 -3.323
F -2.7901 2.1829 1.5957 -0.851 -3.656 -3.065
C -4.4324 1.2544 -0.0413 -0.976 4.926 1.842
F -5.3312 1.8225 1.0348 3.046 -1.948 -3.509
F -4.3967 2.3442 -1.0870 0.361 -3.773 4.000
S -5.3246 -0.2248 -0.7248 -3.620 -2.161 -2.930
F -3.9213 -1.1604 -0.9730 -2.912 2.241 0.950
F -5.1526 0.4927 -2.3109 -0.315 -2.276 3.021
F -6.8239 0.6584 -0.5918 2.976 -1.800 -0.340
F -5.6779 -0.9037 0.8067 1.392 1.412 -3.088
F -6.2327 -1.4938 -1.4358 2.030 2.587 1.473
H 2.1359 3.1994 0.0496 -0.204 -2.392 -1.758
H 2.7177 2.6215 -1.6474 -1.352 -0.801 1.846
H 0.6022 0.8248 -1.6424 -0.501 2.446 1.056
H 0.3719 2.6653 -2.1431 0.015 -1.673 1.988
C 9.5232 1.3543 1.8866 -0.912 0.905 -0.140
C 8.5286 2.4950 1.7445 -5.428 6.344 -0.769
N 7.7036 3.4413 1.6267 6.866 -7.462 0.986
H 9.0348 0.4031 1.6571 -0.059 0.223 0.019
H 10.3592 1.5006 1.1972 -0.188 0.072 0.080
H 9.9071 1.3197 2.9098 -0.136 0.090 -0.148
C -7.4208 1.4175 3.0882 -0.476 0.751 0.980
C -8.0028 2.2338 4.2308 -3.215 4.460 6.290
N -8.4855 2.9110 5.1786 3.858 -5.432 -7.601
H -7.0135 0.4777 3.4712 -0.085 0.196 0.036
H -8.2003 1.1948 2.3544 0.069 0.096 0.170
H -6.6206 1.9792 2.5986 -0.334 -0.062 0.338
C 2.3176 -1.9584 -5.0020 -0.585 0.737 0.970
C 1.7356 -1.1421 -3.8594 -3.238 4.478 6.229
N 1.2528 -0.4649 -2.9116 3.926 -5.905 -8.039
H 2.7249 -2.8982 -4.6190 -0.002 0.217 -0.004
H 1.5381 -2.1811 -5.7358 0.002 0.085 0.209
H 3.1177 -1.3967 -5.4916 -0.226 -0.144 0.248
C 5.7941 1.1743 -5.5375 -0.197 -1.214 -0.050
C 5.5658 -0.3240 -5.6542 -1.162 -8.152 -0.631
N 5.3763 -1.5669 -5.7509 1.655 9.985 0.687
H 6.8442 1.4078 -5.7343 -0.164 -0.169 0.025
H 5.1698 1.7040 -6.2622 0.056 -0.202 0.088
H 5.5366 1.5133 -4.5304 0.007 -0.192 -0.114
C -3.6064 2.1586 -4.9290 0.775 -0.191 -0.952
C -2.6870 1.9471 -6.1208 5.059 -1.162 -6.545
N -1.9243 1.7716 -7.1095 -6.142 1.414 7.914
H -3.1863 1.6737 -4.0434 0.032 0.052 -0.196
H -3.7186 3.2278 -4.7299 0.102 -0.163 -0.112
H -4.5906 1.7298 -5.1367 0.206 0.032 -0.064
C -3.0524 -2.5474 4.2927 0.853 0.850 0.307
C -2.0011 -1.5670 4.7867 5.765 5.363 2.689
N -1.1290 -0.7536 5.1966 -7.029 -6.511 -3.183
H -2.6423 -3.1570 3.4828 0.061 0.129 0.210
H -3.3633 -3.2038 5.1100 0.143 0.137 -0.119
H -3.9250 -2.0027 3.9218 0.195 0.056 0.091
C 0.8936 4.1413 4.1446 0.778 -0.238 -1.006
C 1.8130 3.9298 2.9528 5.047 -1.133 -6.507
N 2.5757 3.7543 1.9641 -6.089 1.783 8.342
H 1.3137 3.6564 5.0302 0.002 0.021 -0.228
H 0.7814 5.2106 4.3437 0.097 -0.148 -0.128
H -0.0906 3.7125 3.9369 0.214 -0.005 -0.079
C -0.7949 -4.9845 7.1963 -0.198 -0.175 -1.214
C -1.0547 -5.1936 5.7133 -1.399 -1.152 -8.138
N -1.2703 -5.3671 4.4831 1.665 1.365 9.899
H -1.2615 -5.7876 7.7734 0.041 0.082 -0.211
H 0.2813 -4.9859 7.3900 -0.173 0.013 -0.166
H -1.2131 -4.0263 7.5165 0.067 -0.113 -0.182
C 1.1936 -5.3760 -2.8054 0.755 -0.173 -0.957
C 2.1130 -5.5875 -3.9972 5.009 -1.190 -6.481
N 2.8757 -5.7630 -4.9859 -6.124 1.405 7.862
H 1.6137 -5.8609 -1.9198 0.047 0.116 -0.209
H 1.0814 -4.3067 -2.6063 0.126 -0.128 -0.059
H 0.2094 -5.8048 -3.0131 0.207 0.038 -0.093
```
Positions in Å, forces in eV/Å.

No. 3
Computed, not measured: an isolated molecule of C3H6O2, with wB97M-V/def2-TZVPD.

Properties
Highest occupied orbital energy = -10.474 eV
SMILES string = CCC(=O)O
F_max = 5.9 eV/Å
Molar mass = 74.079 g mol⁻¹
Kohn-Sham gap = 11.01 eV

Geometry as XYZ:
```
11
Properties=species:S:1:pos:R:3:forces:R:3
C 1.7390 -0.1273 0.3097 0.530 -1.955 3.502
C 0.5716 -0.7864 -0.2842 -2.958 -1.786 -2.251
C -0.7349 0.0199 -0.0854 -1.330 -2.420 2.178
O -1.7987 -0.5929 0.2306 3.939 4.137 -1.518
O -0.3268 1.4056 -0.0693 -0.425 -3.014 -2.271
H 2.6295 -0.7460 0.0652 -0.287 0.707 0.949
H 1.8340 0.8356 -0.0444 0.969 1.818 -1.329
H 1.4485 0.1414 1.3642 1.347 -0.945 -0.334
H 0.8759 -0.6812 -1.2945 -0.501 0.008 -1.950
H 0.2725 -1.9055 -0.3309 1.041 1.735 1.294
H 0.4895 1.2177 -0.6903 -2.324 1.714 1.731
```
Positions in Å, forces in eV/Å.